[1]
This record from the OMol25 dataset describes C40H108BBeF4N4O24 as an isolated structure. The level of theory is the ωB97M-V functional and the def2-TZVPD basis.

CARTESIAN COORDINATES (ANGSTROEM)
Be 8.21 7.34 22.00
B 7.72 8.57 27.00
F 7.00 7.47 26.66
F 6.83 9.59 26.63
F 8.01 8.67 28.42
F 8.91 8.62 26.40
C 1.00 16.44 26.60
O 1.95 15.49 27.06
C 2.89 15.31 26.03
C 3.78 14.04 26.25
N 5.16 14.19 25.70
C 6.08 13.05 26.00
C 6.78 13.31 27.34
O 7.54 14.48 27.42
C 7.81 15.05 28.70
H 0.39 15.95 25.83
H 1.50 17.35 26.26
H 0.25 16.66 27.36
H 3.40 16.27 25.89
H 2.48 15.32 25.02
H 3.31 13.29 25.61
H 3.98 13.74 27.28
H 5.45 14.96 26.27
H 6.66 12.86 25.10
H 5.43 12.18 26.06
H 7.27 12.36 27.50
H 5.96 13.28 28.05
H 8.42 15.94 28.81
H 8.31 14.26 29.28
H 6.92 15.40 29.23
C 1.54 10.47 26.01
O 2.09 9.97 24.83
C 1.42 10.55 23.66
C 0.77 9.37 22.92
N 0.06 9.73 21.74
C -0.24 8.71 20.81
C 1.03 8.00 20.33
O 1.58 7.06 21.30
C 1.17 5.69 21.22
H 0.58 10.00 26.20
H 1.44 11.55 26.13
H 2.18 10.18 26.84
H 2.19 10.83 22.95
H 0.93 11.52 23.77
H 0.15 8.84 23.64
H 1.65 8.74 22.77
H 0.62 10.38 21.21
H -0.68 9.28 19.99
H -1.16 8.19 21.10
H 1.76 8.78 20.10
H 1.00 7.43 19.41
H 1.72 5.13 20.47
H 0.14 5.60 20.85
H 1.42 5.12 22.11
C 4.78 7.78 20.88
O 5.94 8.10 21.73
C 5.64 8.96 22.78
C 6.70 10.03 23.11
N 7.90 9.28 23.58
C 9.14 10.00 23.74
C 10.05 10.14 22.55
O 10.24 8.92 21.92
C 11.28 9.10 20.91
H 4.99 7.10 20.06
H 4.47 8.72 20.42
H 3.90 7.47 21.44
H 5.28 8.46 23.68
H 4.82 9.62 22.48
H 6.30 10.65 23.92
H 6.77 10.67 22.24
H 7.61 9.04 24.52
H 9.74 9.51 24.51
H 8.90 10.94 24.24
H 10.96 10.66 22.88
H 9.62 10.79 21.79
H 12.19 9.58 21.29
H 10.87 9.77 20.17
H 11.67 8.22 20.39
C 16.43 11.53 24.55
O 15.69 10.33 24.71
C 14.30 10.29 24.51
C 13.83 8.87 24.88
N 14.04 8.37 26.29
C 13.47 9.27 27.25
C 13.80 8.66 28.61
O 12.84 9.26 29.48
C 12.78 8.56 30.66
H 17.51 11.41 24.46
H 16.15 12.09 25.44
H 16.12 12.14 23.70
H 14.12 10.44 23.44
H 13.79 11.00 25.15
H 14.06 8.18 24.07
H 12.74 8.83 24.90
H 15.01 8.27 26.54
H 12.39 9.40 27.27
H 13.92 10.25 27.37
H 14.79 8.88 29.00
H 13.63 7.59 28.67
H 12.42 9.29 31.39
H 13.63 7.96 30.98
H 12.05 7.75 30.64
C 9.85 12.29 31.10
C 9.34 11.55 32.37
O 7.96 11.87 32.62
O 9.63 13.66 31.34
H 9.36 12.06 30.16
H 10.93 12.14 31.09
H 9.98 11.91 33.17
H 9.69 10.51 32.40
H 7.53 11.21 32.08
H 8.77 13.77 31.75
C 10.57 12.51 26.30
C 11.20 12.94 27.58
O 12.59 12.93 27.25
O 10.83 11.17 26.13
H 10.90 13.08 25.44
H 9.50 12.68 26.48
H 11.03 12.20 28.37
H 10.98 13.94 27.94
H 12.69 12.09 26.80
H 10.04 10.68 26.39
C 10.70 5.23 21.74
C 11.08 5.75 23.13
O 10.01 6.51 23.72
O 10.32 6.23 20.81
H 9.77 4.66 21.70
H 11.55 4.75 21.24
H 12.00 6.32 23.02
H 11.35 4.92 23.78
H 10.27 6.89 24.57
H 10.47 5.83 19.96
C 11.72 5.58 26.94
C 10.50 5.25 27.89
O 10.17 6.48 28.51
O 11.56 6.84 26.27
H 11.99 4.80 26.23
H 12.54 5.83 27.61
H 10.76 4.52 28.65
H 9.59 4.93 27.37
H 9.95 7.15 27.87
H 12.38 7.35 26.27
C 5.52 10.99 29.54
C 4.42 10.40 28.72
O 4.59 9.02 28.52
O 5.76 10.21 30.66
H 5.30 12.02 29.83
H 6.48 10.90 29.03
H 4.47 10.81 27.71
H 3.43 10.71 29.06
H 5.27 8.93 27.85
H 5.42 9.35 30.41
C 6.95 5.00 24.30
C 6.42 4.61 22.94
O 7.35 4.88 21.81
O 7.15 6.42 24.38
H 7.88 4.49 24.54
H 6.31 4.58 25.08
H 5.51 5.10 22.60
H 6.12 3.57 22.91
H 7.26 4.14 21.21
H 7.16 6.72 25.29
C 3.09 4.72 26.90
C 3.56 6.22 26.98
O 3.98 6.51 28.27
O 4.16 3.84 27.02
H 2.49 4.54 26.01
H 2.43 4.41 27.70
H 2.77 6.96 26.81
H 4.46 6.36 26.37
H 3.76 7.41 28.53
H 4.56 3.96 27.88
C 7.34 6.53 32.05
C 7.94 5.63 30.94
O 9.40 5.72 30.95
O 7.85 6.18 33.36
H 6.31 6.85 31.95
H 7.78 7.51 31.89
H 7.50 6.05 30.04
H 7.59 4.60 31.07
H 9.73 6.13 30.15
H 8.80 6.11 33.51

Calculated values
Kohn-Sham gap = 4.9 eV
Lowest unoccupied orbital energy = -5.46 eV
Charge = +1
HOMO = -10.39 eV


[2]
This record from the OMol25 dataset describes a 2-piece molecular cluster, C3H7ClN2P2 overall. The level of theory is the ωB97M-V functional and the def2-TZVPD basis.

CARTESIAN COORDINATES (ANGSTROEM)
C 1.47 2.73 -0.62
C -0.14 -1.79 0.29
C 0.44 -0.36 -0.04
N -1.18 -1.41 1.20
N -0.24 0.73 0.61
P 0.08 2.46 0.27
P -1.64 0.16 1.37
Cl -2.99 -0.81 -1.51
H 1.71 3.68 -0.98
H 1.96 1.88 -1.05
H -0.37 -2.29 -0.63
H 0.60 -2.38 0.79
H 1.55 -0.40 0.38
H 0.64 -0.09 -1.11
H -1.88 -2.11 1.03

Calculated values
Kohn-Sham gap = 6.6 eV
Lowest unoccupied orbital energy = -1.56 eV
HOMO = -8.18 eV


[3]
This record from the OMol25 dataset describes C22H24BeI2N3OS2 as an isolated structure. The level of theory is the ωB97M-V functional and the def2-TZVPD basis.

CARTESIAN COORDINATES (ANGSTROEM)
Be -4.42 -18.91 1.71
I -3.39 -20.24 -1.16
C -1.47 -21.01 -0.61
I -1.39 -22.26 1.02
H -0.90 -20.17 -0.28
H -0.98 -21.50 -1.46
C -7.20 -20.44 1.55
C -6.24 -20.72 2.63
C -6.65 -21.54 3.69
C -5.79 -21.87 4.73
C -4.47 -21.35 4.71
C -3.53 -21.57 5.74
C -2.37 -20.83 5.78
C -2.06 -19.93 4.74
C -2.94 -19.71 3.71
S -2.65 -18.46 2.45
C -4.14 -20.44 3.66
N -5.04 -20.18 2.66
H -7.41 -19.37 1.49
H -8.14 -20.94 1.72
H -6.80 -20.84 0.63
H -7.66 -21.96 3.63
H -6.19 -22.43 5.54
H -3.74 -22.32 6.50
H -1.63 -20.99 6.53
H -1.11 -19.40 4.64
C -3.10 -14.54 3.98
C -4.35 -15.46 3.87
C -5.12 -15.29 2.59
N -4.22 -15.48 1.41
C -4.24 -16.44 0.52
S -5.48 -17.68 0.50
N -3.40 -16.49 -0.53
C -2.20 -15.75 -0.77
O -1.25 -16.30 -1.22
C -2.30 -14.27 -0.50
C -1.21 -13.62 0.03
C -1.26 -12.25 0.24
C -2.39 -11.52 -0.12
C -3.50 -12.16 -0.68
C -3.42 -13.54 -0.86
H -2.61 -14.73 4.96
H -3.44 -13.49 4.01
H -2.42 -14.75 3.17
H -4.98 -15.26 4.73
H -4.01 -16.52 3.88
H -5.45 -14.23 2.52
H -6.00 -15.94 2.51
H -3.54 -14.74 1.39
H -3.45 -17.37 -1.01
H -0.26 -14.12 0.17
H -0.40 -11.76 0.64
H -2.37 -10.43 0.02
H -4.37 -11.59 -0.99
H -4.24 -14.03 -1.36

Calculated values
Kohn-Sham gap = 7.5 eV
Lowest unoccupied orbital energy = -3.27 eV
Charge = +1
HOMO = -10.80 eV


[4]
This record from the OMol25 dataset describes C21H35BO2P2Sn as an isolated structure. The level of theory is the ωB97M-V functional and the def2-TZVPD basis.

CARTESIAN COORDINATES (ANGSTROEM)
P 0.22 -1.99 -2.81
P 0.44 1.92 -2.37
C 0.13 -0.51 -3.86
C 1.10 0.63 -3.50
H -0.92 -0.16 -3.88
H 0.33 -0.87 -4.89
H 2.03 0.22 -3.08
H 1.39 1.14 -4.43
C -0.29 3.07 -3.58
H -0.59 3.99 -3.07
H -1.16 2.63 -4.08
H 0.47 3.32 -4.33
C 1.76 2.80 -1.55
H 2.08 3.60 -2.24
H 2.61 2.14 -1.33
H 1.39 3.26 -0.62
C -0.97 -3.14 -3.51
H -1.10 -3.99 -2.83
H -0.58 -3.50 -4.47
H -1.94 -2.66 -3.67
C 1.84 -2.74 -2.90
H 2.65 -2.00 -2.90
H 1.90 -3.31 -3.84
H 2.00 -3.43 -2.06
Sn 2.60 0.16 1.63
C -1.18 1.60 -1.32
C -2.21 0.98 -2.13
C -2.93 -0.25 -1.91
C -2.90 -1.16 -0.60
C -1.78 -2.07 -0.60
C -0.47 -1.75 -1.14
C 0.18 -0.44 -0.56
C -0.61 0.79 -0.10
C 1.83 -1.86 2.20
H -1.47 2.63 -1.02
H -2.61 1.60 -2.97
H -2.67 -0.94 -2.74
H -4.00 -0.06 -2.11
H -3.03 -0.55 0.31
H -3.79 -1.81 -0.67
H -1.90 -3.04 -0.12
H 0.14 -2.59 -0.73
H 0.95 -0.10 -1.28
H 0.79 -0.80 0.29
H -1.36 0.55 0.68
H 0.15 1.42 0.40
H 2.78 -2.42 2.29
H 1.12 -2.41 1.55
H 1.37 -1.72 3.19
O 0.57 0.03 4.20
B 1.70 0.75 3.69
O 2.10 1.68 4.70
C 1.32 1.45 5.79
C 1.29 2.13 6.98
C 0.32 1.72 7.91
C -0.60 0.71 7.62
C -0.58 0.06 6.38
C 0.40 0.44 5.48
H 1.99 2.94 7.16
H 0.31 2.22 8.88
H -1.33 0.42 8.37
H -1.30 -0.71 6.11

Calculated values
Kohn-Sham gap (alpha / beta) = 3.6 / 3.6 eV
Lowest unoccupied orbital energy (alpha / beta) = -0.89 / -0.89 eV
HOMO (alpha / beta) = -4.47 / -4.47 eV


[5]
This record from the OMol25 dataset describes an isolated ion of composition C26H24F3N2O and charge -1. The level of theory is the ωB97M-V functional and the def2-TZVPD basis.

CARTESIAN COORDINATES (ANGSTROEM)
C -5.42 1.31 -2.08
C -4.52 0.77 -1.02
C -3.18 0.55 -1.28
C -2.24 0.50 -0.23
C -0.73 0.72 -0.42
C 0.10 -0.31 0.39
C -0.42 -1.54 0.83
C 0.25 -2.31 1.77
C 1.59 -2.00 2.11
N 2.23 -2.71 3.13
C 3.47 -3.44 2.95
C 1.76 -2.66 4.50
C 2.20 -0.91 1.45
C 1.43 -0.01 0.74
C -0.34 0.87 -1.86
C -1.12 1.94 -2.51
N -1.71 2.79 -3.05
C 1.14 1.22 -2.09
C 2.12 0.23 -2.25
C 3.42 0.57 -2.63
C 3.71 1.91 -2.88
C 5.06 2.30 -3.39
F 5.01 3.44 -4.16
F 5.64 1.33 -4.16
F 5.92 2.56 -2.35
C 2.80 2.91 -2.60
C 1.53 2.56 -2.15
C -2.74 0.27 1.07
C -4.08 0.04 1.32
C -4.52 -0.60 2.59
C -5.07 0.40 0.29
O -6.29 0.38 0.53
H -6.41 1.52 -1.68
H -4.99 2.24 -2.49
H -5.51 0.61 -2.91
H -2.89 0.47 -2.33
H -0.50 1.70 0.05
H -1.40 -1.88 0.46
H -0.23 -3.17 2.24
H 3.75 -3.50 1.90
H 4.28 -2.97 3.52
H 3.37 -4.46 3.36
H 0.93 -1.95 4.57
H 1.44 -3.65 4.84
H 2.59 -2.32 5.14
H 3.27 -0.75 1.57
H 1.87 0.94 0.42
H -0.53 -0.09 -2.38
H 1.85 -0.82 -2.09
H 4.19 -0.19 -2.74
H 3.06 3.96 -2.74
H 0.81 3.35 -1.90
H -2.05 0.21 1.92
H -5.60 -0.50 2.69
H -4.26 -1.67 2.60
H -4.02 -0.14 3.45

Calculated values
Kohn-Sham gap = 5.0 eV
Lowest unoccupied orbital energy = 2.32 eV
Charge = -1
SMILES = Cc1cc([C@@H](c2ccc(N(C)C)cc2)[C@@H](C#N)c2ccc(C(F)(F)F)cc2)cc(C)c1[O-]
HOMO = -2.72 eV


[6]
This record from the OMol25 dataset describes C19H51AgF6O15V as an isolated structure. The level of theory is the ωB97M-V functional and the def2-TZVPD basis.

CARTESIAN COORDINATES (ANGSTROEM)
O -0.54 -14.90 -17.34
V 1.10 -14.80 -17.52
O 1.28 -14.32 -19.02
Ag 4.18 -13.52 -16.20
C 4.39 -14.50 -12.67
O 5.69 -14.13 -12.29
O 4.40 -14.33 -14.04
C 3.95 -15.85 -11.98
F 4.46 -15.99 -10.72
F 2.66 -15.96 -11.79
F 4.22 -16.91 -12.72
C 5.75 -13.29 -11.08
C 7.16 -12.85 -10.91
H 7.84 -13.70 -10.85
H 7.54 -12.35 -11.80
H 7.27 -12.25 -10.01
H 5.52 -13.94 -10.24
H 5.21 -12.36 -11.27
H 3.71 -13.73 -12.31
C 3.48 -16.87 -17.50
O 2.12 -17.22 -17.87
O 3.35 -15.54 -17.18
C 3.98 -17.96 -16.43
F 5.20 -17.74 -16.05
F 3.32 -18.10 -15.34
F 3.90 -19.18 -16.98
C 1.89 -18.10 -19.00
C 0.39 -18.31 -19.19
H 0.10 -19.25 -19.65
H -0.10 -18.30 -18.21
H -0.03 -17.53 -19.82
H 2.23 -19.10 -18.75
H 2.30 -17.71 -19.93
H 4.17 -16.96 -18.35
C 0.32 -11.19 -17.08
C 1.42 -11.65 -16.13
C 0.84 -11.65 -14.68
O 1.96 -12.90 -16.47
H -0.12 -10.29 -16.67
H -0.58 -11.81 -17.10
H 0.65 -10.92 -18.08
H 2.20 -10.89 -16.11
H 1.64 -12.00 -14.02
H -0.09 -12.19 -14.57
H 0.67 -10.66 -14.24
C 4.31 -12.57 -19.33
O 4.92 -12.16 -18.13
H 3.58 -13.36 -19.15
H 3.77 -11.84 -19.93
H 4.92 -13.18 -19.99
H 5.61 -11.50 -18.26
C 7.82 -11.16 -19.65
O 7.13 -10.75 -18.43
H 8.28 -10.35 -20.22
H 8.61 -11.86 -19.41
H 7.19 -11.69 -20.36
H 7.70 -10.39 -17.76
C 3.27 -8.58 -17.64
O 3.11 -7.34 -18.14
H 2.98 -9.32 -18.39
H 4.24 -8.78 -17.18
H 2.51 -8.74 -16.88
H 2.38 -7.42 -18.75
C 5.34 -11.14 -14.05
O 5.28 -11.48 -15.43
H 4.36 -11.43 -13.67
H 6.18 -11.68 -13.60
H 5.54 -10.07 -14.00
H 5.93 -10.89 -15.82
C 8.54 -11.55 -15.52
O 8.13 -10.23 -15.83
H 8.54 -12.14 -16.44
H 9.51 -11.61 -15.03
H 7.88 -11.88 -14.71
H 8.65 -9.76 -15.18
C 6.90 -14.94 -17.82
O 6.17 -14.42 -16.69
H 7.56 -15.78 -17.61
H 6.27 -15.40 -18.58
H 7.54 -14.23 -18.34
H 6.77 -14.56 -15.96
C -0.15 -16.00 -14.02
O 0.83 -16.29 -15.01
H -0.77 -15.21 -14.45
H -0.72 -16.90 -13.78
H 0.22 -15.50 -13.13
H 1.32 -17.03 -14.64
C 8.11 -15.87 -13.73
O 7.52 -14.71 -14.36
H 8.75 -16.26 -14.52
H 8.81 -15.70 -12.92
H 7.40 -16.63 -13.38
H 6.73 -14.51 -13.86

Calculated values
Kohn-Sham gap (alpha / beta) = 8.9 / 5.4 eV
Lowest unoccupied orbital energy (alpha / beta) = -0.28 / -2.82 eV
HOMO (alpha / beta) = -9.20 / -8.18 eV
Multiplicity = 2


Values of maximum force, in order: 4.0 5.0 1.6 4.0 2.6 3.7, all in eV Å⁻¹.